# 1
Density functional theory data (ωB97M-V/def2-TZVPD) for the molecule C22H32N2O3S.

```
! RIJCOSX wB97M-V def2-TZVPD def2/J DEFGRID3
* xyz 0 1
C 1.086 2.970 -0.911
C 0.922 1.489 -1.257
C 2.137 0.984 -2.039
C 1.973 -0.497 -2.393
C 3.190 -0.989 -3.177
C 0.702 -0.667 -3.230
C -0.526 -0.182 -2.454
C -1.787 -0.362 -3.301
C -0.339 1.294 -2.100
C -0.648 -1.005 -1.164
C 0.604 -0.823 -0.307
C 0.597 -1.583 1.023
O 1.363 -1.290 1.920
N -0.248 -2.638 1.127
C -0.454 -3.309 2.389
C -1.758 -2.849 3.071
C -1.798 -1.349 3.048
C -0.993 -0.612 3.910
C -0.887 0.760 3.770
C -1.587 1.388 2.760
S -1.361 3.128 2.476
N 0.289 3.291 2.729
O -1.674 3.406 1.099
O -2.015 3.899 3.491
C -2.429 0.685 1.924
C -2.535 -0.687 2.072
C 0.777 0.666 0.022
C 1.829 -1.304 -1.099
H 1.963 3.122 -0.284
H 0.201 3.331 -0.390
H 1.212 3.560 -1.817
H 2.254 1.567 -2.956
H 3.041 1.119 -1.441
H 3.306 -0.420 -4.097
H 4.096 -0.875 -2.587
H 3.080 -2.040 -3.436
H 0.797 -0.098 -4.157
H 0.578 -1.719 -3.499
H -2.663 -0.015 -2.758
H -1.933 -1.410 -3.558
H -1.709 0.207 -4.224
H -0.264 1.882 -3.018
H -1.203 1.659 -1.540
H -1.530 -0.679 -0.608
H -0.774 -2.054 -1.448
H -0.942 -2.788 0.414
H -0.472 -4.391 2.229
H 0.404 -3.048 3.012
H -2.618 -3.258 2.536
H -1.773 -3.229 4.093
H -0.424 -1.120 4.674
H -0.245 1.344 4.407
H 0.508 4.165 3.180
H 0.815 3.167 1.878
H -2.962 1.219 1.153
H -3.182 -1.250 1.414
H -0.090 1.016 0.586
H 1.658 0.781 0.658
H 2.722 -1.188 -0.483
H 1.720 -2.367 -1.334
*
```

The value obtained for the LUMO energy is 0.5 eV. The max |F| comes out at 0.9 eV/A. Its HOMO energy is -9.351 eV. For the gap between HOMO and LUMO, the calculation gives 9.86 eV.

natural (NBO) atomic charge list, values in e, 6 entries: number 1, C, carries -0.611; number 2, C, carries -0.023; number 3, C, carries -0.405; number 4, C, carries -0.036; number 5, C, carries -0.595; number 6, C, carries -0.406

=====

# 2
Density functional theory data (ωB97M-V/def2-TZVPD) for the molecule C22H32N2O4S in a non-equilibrium geometry.

```
! RIJCOSX wB97M-V def2-TZVPD def2/J DEFGRID3
* xyz 0 1
C -1.589 -3.117 7.056
O -0.250 -3.188 6.624
C 0.093 -2.603 5.450
C -0.796 -1.940 4.611
C -0.344 -1.373 3.430
C 0.989 -1.472 3.096
S 1.604 -0.761 1.583
O 2.798 -0.014 1.843
O 0.525 -0.052 0.931
N 2.081 -2.151 0.757
C 2.974 -1.870 -0.352
C 2.237 -1.134 -1.467
C 0.978 -1.896 -1.915
C 0.128 -0.962 -2.783
O -0.074 -1.167 -3.964
N -0.369 0.095 -2.113
C -1.109 1.154 -2.753
C -0.322 2.473 -2.736
C -1.106 3.570 -3.401
C -1.849 4.421 -2.708
C -2.669 5.517 -3.315
C -2.282 5.770 -4.769
C -2.153 4.441 -5.504
C -1.010 3.630 -4.900
C 0.133 -2.433 -0.748
C 0.996 -3.026 0.366
C 1.885 -2.130 3.922
C 1.457 -2.702 5.104
C 2.393 -3.416 6.025
H -1.910 -2.081 7.200
H -2.265 -3.616 6.355
H -1.615 -3.638 8.012
H -1.840 -1.855 4.866
H -1.015 -0.849 2.769
H 3.383 -2.822 -0.703
H 3.783 -1.253 0.042
H 2.896 -0.998 -2.326
H 1.970 -0.148 -1.085
H 1.288 -2.737 -2.544
H -0.128 0.232 -1.139
H -1.298 0.830 -3.779
H -2.066 1.295 -2.240
H 0.625 2.322 -3.258
H -0.108 2.736 -1.698
H -1.898 4.341 -1.629
H -2.551 6.432 -2.728
H -3.727 5.236 -3.258
H -3.029 6.404 -5.251
H -1.323 6.292 -4.805
H -1.971 4.608 -6.567
H -3.086 3.883 -5.405
H -1.008 2.618 -5.309
H -0.052 4.088 -5.171
H -0.463 -1.630 -0.317
H -0.551 -3.196 -1.125
H 1.445 -3.972 0.047
H 0.390 -3.214 1.256
H 2.920 -2.175 3.625
H 2.069 -4.447 6.161
H 2.383 -2.943 7.005
H 3.404 -3.405 5.630
*
```

The value obtained for the LUMO energy is 0.5 eV. The max |F| comes out at 1.1 eV/A. Its HOMO energy is -8.699 eV. For the gap between HOMO and LUMO, the calculation gives 9.24 eV.

natural (NBO) atomic charge list, values in e, 6 entries: number 1, C, carries -0.255; number 2, O, carries -0.505; number 3, C, carries 0.403; number 4, C, carries -0.329; number 5, C, carries -0.160; number 6, C, carries -0.369

=====

# 3
Density functional theory data (ωB97M-V/def2-TZVPD) for a cluster of 2 separate species, C22H32N5 in total in a non-equilibrium geometry.

```
! RIJCOSX wB97M-V def2-TZVPD def2/J DEFGRID3
* xyz 1 1
C -2.120 -1.510 3.279
N -0.738 -1.982 3.404
C -0.482 -3.035 4.392
C 0.231 -1.387 2.740
C 1.622 -1.699 3.010
C 2.146 -3.007 2.849
C 3.424 -3.306 3.312
C 4.223 -2.297 3.874
C 3.730 -0.990 3.989
C 2.448 -0.684 3.545
H -2.775 -2.272 3.706
H -2.261 -0.565 3.827
H -2.363 -1.337 2.225
H -1.433 -3.228 4.898
H -0.136 -3.961 3.914
H 0.270 -2.724 5.132
H -0.040 -0.538 2.121
H 1.527 -3.769 2.369
H 3.797 -4.330 3.246
H 5.232 -2.532 4.214
H 4.347 -0.209 4.438
H 2.031 0.322 3.641
C 0.755 -3.023 -2.906
C -0.638 -2.427 -3.036
N -0.651 -0.960 -3.150
C -1.243 -0.439 -4.358
C -0.825 0.991 -4.628
N -0.808 1.802 -3.434
C -0.984 3.222 -3.620
C -0.366 4.038 -2.506
N -0.600 3.453 -1.208
C -0.426 4.367 -0.068
C -1.669 4.533 0.792
C -0.557 2.094 -1.051
C -0.410 1.465 0.210
N -0.282 0.136 0.318
C -0.295 -0.666 -0.749
C -0.509 -0.155 -2.053
C -0.626 1.258 -2.205
H 0.666 -4.112 -2.839
H 1.364 -2.791 -3.788
H 1.276 -2.665 -2.013
H -1.113 -2.803 -3.949
H -1.251 -2.728 -2.175
H -0.908 -1.074 -5.186
H -2.345 -0.506 -4.314
H 0.179 0.982 -5.086
H -1.512 1.453 -5.345
H -0.536 3.499 -4.581
H -2.060 3.460 -3.674
H 0.718 4.162 -2.689
H -0.815 5.038 -2.500
H 0.407 4.013 0.555
H -0.149 5.336 -0.500
H -1.444 5.234 1.602
H -2.497 4.953 0.208
H -1.992 3.587 1.236
H -0.378 2.049 1.133
H -0.156 -1.735 -0.570
*
```

The value obtained for the LUMO energy is -3.6 eV. The max |F| comes out at 2.4 eV/A. Its HOMO energy is -9.068 eV. For the gap between HOMO and LUMO, the calculation gives 5.50 eV.

natural (NBO) atomic charge list, values in e, 6 entries: number 1, C, carries -0.425; number 2, N, carries -0.260; number 3, C, carries -0.434; number 4, C, carries 0.280; number 5, C, carries -0.180; number 6, C, carries -0.186

=====

The highest max |F| belongs to which entry? C22H32N5

=====

Look up the max |F| of the second one. 1.1 eV/A

=====

Please write out number 1 again, unchanged.
Density functional theory data (ωB97M-V/def2-TZVPD) for the molecule C22H32N2O3S.

```
! RIJCOSX wB97M-V def2-TZVPD def2/J DEFGRID3
* xyz 0 1
C 1.086 2.970 -0.911
C 0.922 1.489 -1.257
C 2.137 0.984 -2.039
C 1.973 -0.497 -2.393
C 3.190 -0.989 -3.177
C 0.702 -0.667 -3.230
C -0.526 -0.182 -2.454
C -1.787 -0.362 -3.301
C -0.339 1.294 -2.100
C -0.648 -1.005 -1.164
C 0.604 -0.823 -0.307
C 0.597 -1.583 1.023
O 1.363 -1.290 1.920
N -0.248 -2.638 1.127
C -0.454 -3.309 2.389
C -1.758 -2.849 3.071
C -1.798 -1.349 3.048
C -0.993 -0.612 3.910
C -0.887 0.760 3.770
C -1.587 1.388 2.760
S -1.361 3.128 2.476
N 0.289 3.291 2.729
O -1.674 3.406 1.099
O -2.015 3.899 3.491
C -2.429 0.685 1.924
C -2.535 -0.687 2.072
C 0.777 0.666 0.022
C 1.829 -1.304 -1.099
H 1.963 3.122 -0.284
H 0.201 3.331 -0.390
H 1.212 3.560 -1.817
H 2.254 1.567 -2.956
H 3.041 1.119 -1.441
H 3.306 -0.420 -4.097
H 4.096 -0.875 -2.587
H 3.080 -2.040 -3.436
H 0.797 -0.098 -4.157
H 0.578 -1.719 -3.499
H -2.663 -0.015 -2.758
H -1.933 -1.410 -3.558
H -1.709 0.207 -4.224
H -0.264 1.882 -3.018
H -1.203 1.659 -1.540
H -1.530 -0.679 -0.608
H -0.774 -2.054 -1.448
H -0.942 -2.788 0.414
H -0.472 -4.391 2.229
H 0.404 -3.048 3.012
H -2.618 -3.258 2.536
H -1.773 -3.229 4.093
H -0.424 -1.120 4.674
H -0.245 1.344 4.407
H 0.508 4.165 3.180
H 0.815 3.167 1.878
H -2.962 1.219 1.153
H -3.182 -1.250 1.414
H -0.090 1.016 0.586
H 1.658 0.781 0.658
H 2.722 -1.188 -0.483
H 1.720 -2.367 -1.334
*
```

The value obtained for the LUMO energy is 0.5 eV. The max |F| comes out at 0.9 eV/A. Its HOMO energy is -9.351 eV. For the gap between HOMO and LUMO, the calculation gives 9.86 eV.

natural (NBO) atomic charge list, values in e, 6 entries: number 1, C, carries -0.611; number 2, C, carries -0.023; number 3, C, carries -0.405; number 4, C, carries -0.036; number 5, C, carries -0.595; number 6, C, carries -0.406

=====

Copy entry 1 word for word.
Density functional theory data (ωB97M-V/def2-TZVPD) for the molecule C22H32N2O3S.

```
! RIJCOSX wB97M-V def2-TZVPD def2/J DEFGRID3
* xyz 0 1
C 1.086 2.970 -0.911
C 0.922 1.489 -1.257
C 2.137 0.984 -2.039
C 1.973 -0.497 -2.393
C 3.190 -0.989 -3.177
C 0.702 -0.667 -3.230
C -0.526 -0.182 -2.454
C -1.787 -0.362 -3.301
C -0.339 1.294 -2.100
C -0.648 -1.005 -1.164
C 0.604 -0.823 -0.307
C 0.597 -1.583 1.023
O 1.363 -1.290 1.920
N -0.248 -2.638 1.127
C -0.454 -3.309 2.389
C -1.758 -2.849 3.071
C -1.798 -1.349 3.048
C -0.993 -0.612 3.910
C -0.887 0.760 3.770
C -1.587 1.388 2.760
S -1.361 3.128 2.476
N 0.289 3.291 2.729
O -1.674 3.406 1.099
O -2.015 3.899 3.491
C -2.429 0.685 1.924
C -2.535 -0.687 2.072
C 0.777 0.666 0.022
C 1.829 -1.304 -1.099
H 1.963 3.122 -0.284
H 0.201 3.331 -0.390
H 1.212 3.560 -1.817
H 2.254 1.567 -2.956
H 3.041 1.119 -1.441
H 3.306 -0.420 -4.097
H 4.096 -0.875 -2.587
H 3.080 -2.040 -3.436
H 0.797 -0.098 -4.157
H 0.578 -1.719 -3.499
H -2.663 -0.015 -2.758
H -1.933 -1.410 -3.558
H -1.709 0.207 -4.224
H -0.264 1.882 -3.018
H -1.203 1.659 -1.540
H -1.530 -0.679 -0.608
H -0.774 -2.054 -1.448
H -0.942 -2.788 0.414
H -0.472 -4.391 2.229
H 0.404 -3.048 3.012
H -2.618 -3.258 2.536
H -1.773 -3.229 4.093
H -0.424 -1.120 4.674
H -0.245 1.344 4.407
H 0.508 4.165 3.180
H 0.815 3.167 1.878
H -2.962 1.219 1.153
H -3.182 -1.250 1.414
H -0.090 1.016 0.586
H 1.658 0.781 0.658
H 2.722 -1.188 -0.483
H 1.720 -2.367 -1.334
*
```

The value obtained for the LUMO energy is 0.5 eV. The max |F| comes out at 0.9 eV/A. Its HOMO energy is -9.351 eV. For the gap between HOMO and LUMO, the calculation gives 9.86 eV.

natural (NBO) atomic charge list, values in e, 6 entries: number 1, C, carries -0.611; number 2, C, carries -0.023; number 3, C, carries -0.405; number 4, C, carries -0.036; number 5, C, carries -0.595; number 6, C, carries -0.406